No. 1
{"formula": "C19H12BF4MnN4O6", "method": "ωB97M-V/def2-TZVPD", "symbols": ["Mn", "O", "C", "O", "C", "C", "C", "C", "C", "N", "C", "O", "O", "H", "H", "H", "H", "H", "O", "N", "O", "C", "C", "C", "C", "C", "C", "N", "C", "C", "N", "C", "C", "C", "C", "H", "H", "H", "H", "H", "H", "H", "F", "B", "F", "F", "F"], "positions_angstrom": [[0.0242, 0.0983, 0.8874], [1.9202, 3.5561, 2.8655], [1.4728, 2.3809, 2.5069], [0.4218, 2.2110, 1.9015], [2.2998, 1.2132, 2.8997], [3.5793, 1.2708, 3.4404], [4.2214, 0.0706, 3.7064], [3.5643, -1.1309, 3.4661], [2.2859, -1.0868, 2.9141], [1.6880, 0.0675, 2.6246], [1.4118, -2.2280, 2.5046], [1.7388, -3.4724, 2.7623], [0.3637, -1.9731, 1.9332], [1.3354, 4.2820, 2.5822], [4.0428, 2.2248, 3.6282], [5.2278, 0.0708, 4.0957], [4.0576, -2.0641, 3.6953], [2.5845, -3.5960, 3.2159], [-3.0721, -0.7270, -5.8069], [-3.2963, -1.3152, -4.7777], [-3.8469, -2.3834, -4.6761], [-2.8686, -0.6467, -3.5531], [-2.8791, 0.7128, -3.5688], [-2.4808, 1.4611, -2.4317], [-2.5165, 2.8654, -2.3985], [-2.1200, 3.5060, -1.2508], [-1.6696, 2.7463, -0.1667], [-1.5879, 1.4286, -0.1826], [-2.0075, 0.7776, -1.2895], [-1.9890, -0.6608, -1.2783], [-1.5493, -1.2670, -0.1560], [-1.5603, -2.5850, -0.0976], [-1.9625, -3.3880, -1.1661], [-2.3972, -2.7963, -2.3270], [-2.4433, -1.3910, -2.4042], [-3.1871, 1.2328, -4.4648], [-2.8557, 3.4122, -3.2644], [-2.1471, 4.5803, -1.1767], [-1.3690, 3.2322, 0.7500], [-1.2275, -3.0276, 0.8296], [-1.9189, -4.4607, -1.0710], [-2.7182, -3.4011, -3.1615], [3.3747, 0.0603, -1.7314], [2.8528, 0.0374, -0.5240], [2.9789, 1.1584, 0.2289], [3.0140, -1.0855, 0.2143], [1.2090, 0.0289, -0.7288]], "atomic_forces_ev_per_a": [[-0.36, -0.05, 0.35], [0.40, 0.23, 0.25], [-1.00, 0.02, -0.59], [0.37, 0.11, 0.09], [0.38, -0.53, 0.16], [-0.35, -0.07, -0.07], [-0.17, -0.01, -0.02], [-0.35, 0.07, -0.11], [0.29, 0.68, 0.07], [0.24, 0.10, 0.03], [-0.47, 0.23, -0.32], [-0.06, -0.22, 0.00], [0.49, -0.40, 0.20], [0.02, -0.34, -0.05], [0.10, 0.07, 0.02], [0.05, -0.02, 0.06], [0.04, -0.06, -0.03], [-0.05, 0.22, -0.05], [-0.04, 0.04, -0.46], [0.18, 0.35, -0.06], [-0.35, -0.53, -0.04], [0.18, 1.05, 0.47], [-0.09, -0.67, -0.31], [0.27, -0.26, 0.62], [0.15, -0.12, 0.33], [-0.16, -0.10, -0.20], [-0.04, 0.05, 0.01], [0.33, -0.12, 0.01], [-0.21, 0.43, -0.37], [-0.24, -0.45, -0.47], [0.38, 0.14, 0.08], [-0.04, -0.09, 0.01], [-0.13, 0.23, -0.19], [0.09, -0.22, 0.26], [0.13, 0.08, 0.35], [-0.03, -0.03, -0.03], [-0.04, 0.09, -0.09], [-0.01, 0.11, 0.04], [0.11, 0.00, -0.02], [0.05, 0.00, -0.07], [-0.04, -0.09, 0.01], [0.05, 0.05, 0.06], [0.43, -0.02, -0.90], [-1.66, 0.05, 0.11], [0.39, 0.99, 0.45], [0.37, -0.97, 0.42], [0.38, -0.02, -0.02]], "homo_ha": [-0.4466, -0.4471], "spin_multiplicity": 6, "relative_energy_kcal_mol": 16.8, "charge": 1, "e_tot_ha": -2977.1179}

***

No. 2
{"formula": "C2H5OPS", "method": "ωB97M-V/def2-TZVPD", "symbols": ["C", "C", "O", "P", "S", "H", "H", "H", "H", "H"], "positions_angstrom": [[2.9249, 0.0581, 0.8635], [-2.2504, 0.1552, -0.4823], [-3.5695, 0.3436, -0.6804], [2.4307, -0.7973, -0.5185], [-1.6994, -1.0241, 0.5104], [3.6585, -0.3427, 1.5450], [2.6234, 1.0444, 0.7818], [-1.5639, 0.7154, -1.0274], [-4.0145, -0.2528, -0.0409], [1.4601, 0.1003, -0.9511]], "atomic_forces_ev_per_a": [[-0.04, -2.26, -2.48], [-1.54, -2.63, 1.76], [0.94, 0.36, 0.13], [0.68, -0.61, 1.59], [-0.06, 0.65, -0.33], [0.01, 0.27, 0.12], [-0.47, 1.93, 1.07], [0.51, 1.41, -1.19], [0.18, 0.21, -0.40], [-0.20, 0.67, -0.29]], "homo_ha": -0.3384, "relative_energy_kcal_mol": 48.7, "e_tot_ha": -893.8952}